Run 1
21
Properties=species:S:1:pos:R:3:lowdin_charge:R:1 method="wB97M-V/def2-TZVPD" lumo_energy_ev=1.065 homo_ha=-0.3181 orbital_gap_ev=9.7 smiles=CN[C@@H](C)CCN
C 1.116 -0.872 1.803 -0.12
N 0.023 -0.769 0.854 -0.11
C 0.448 -0.321 -0.468 -0.44
C 0.760 -1.436 -1.458 -0.06
C -0.503 0.708 -1.091 -0.19
C -0.821 1.876 -0.168 -0.26
N -1.766 1.584 0.976 -0.02
H 1.872 -1.598 1.486 0.08
H 1.540 0.112 2.002 0.08
H 0.726 -1.219 2.764 0.08
H -0.382 -1.700 0.783 0.11
H 1.361 0.275 -0.318 0.13
H 1.346 -2.247 -1.041 0.07
H 1.311 -1.027 -2.309 0.08
H -0.175 -1.834 -1.854 0.08
H 0.015 1.141 -1.955 0.11
H -1.413 0.252 -1.478 0.11
H 0.092 2.224 0.316 0.10
H -1.313 2.687 -0.699 0.10
H -1.540 0.638 1.277 0.02
H -2.699 1.526 0.579 0.05

Run 2
21
Properties=species:S:1:pos:R:3:lowdin_charge:R:1 method="wB97M-V/def2-TZVPD" lumo_energy_ev=1.181 homo_ha=-0.3172 orbital_gap_ev=9.8 smiles=CC(C)NCCN
C -2.199 -0.513 -0.002 -0.07
C -0.966 -0.393 0.885 -0.47
C -0.826 -1.616 1.803 -0.07
N 0.285 -0.209 0.119 -0.06
C 0.620 1.204 -0.115 -0.25
C 1.946 1.308 -0.849 -0.28
N 1.865 0.601 -2.143 -0.01
H -2.200 0.203 -0.813 0.07
H -3.108 -0.332 0.582 0.08
H -2.338 -1.525 -0.379 0.07
H -1.065 0.519 1.486 0.13
H 0.073 -1.514 2.415 0.07
H -0.715 -2.496 1.165 0.08
H -1.694 -1.695 2.456 0.07
H 0.211 -0.657 -0.794 0.10
H 0.738 1.634 0.875 0.11
H -0.159 1.704 -0.706 0.11
H 2.183 2.361 -1.004 0.11
H 2.701 0.858 -0.215 0.10
H 2.574 0.934 -2.789 0.06
H 2.076 -0.375 -1.975 0.06

Q: What are the energies relative to the best structure? A: run 1 4.0; run 2 0.0, in kcal/mol.

Run 1
20
Properties=species:S:1:pos:R:3:lowdin_charge:R:1 method="wB97M-V/def2-TZVPD" lumo_energy_ev=0.707 homo_ha=-0.3160 orbital_gap_ev=9.3 smiles=C[C@]12COC[C@]1(O)[C@@H]2N
C 0.475 1.699 0.156 0.01
C 0.150 0.295 -0.480 -0.33
C -1.207 0.386 -1.118 -0.07
O -2.163 0.254 0.056 -0.11
C -1.447 -0.169 1.171 -0.14
C -0.180 -0.814 0.467 -0.25
O -0.811 -1.826 -0.388 -0.08
C 1.173 -0.703 -0.301 -0.27
N 2.359 -0.325 0.271 0.05
H 1.093 2.224 -0.557 0.08
H -0.381 2.296 0.185 0.06
H 1.088 1.515 1.066 0.10
H -1.634 -0.328 -1.761 0.11
H -1.440 1.314 -1.609 0.12
H -2.023 -0.957 1.674 0.13
H -1.196 0.539 1.887 0.09
H -0.680 -2.592 0.195 0.11
H 1.129 -1.719 -0.899 0.19
H 2.819 0.120 -0.520 0.10
H 2.874 -1.211 0.505 0.12

Run 2
20
Properties=species:S:1:pos:R:3:lowdin_charge:R:1 method="wB97M-V/def2-TZVPD" lumo_energy_ev="-1.353 / -1.046" homo_ha="-0.3523 / -0.3629" orbital_gap_ev="8.2 / 8.8"
C -3.594 0.230 0.053 -0.08
C -0.173 -1.106 0.010 -0.53
C 2.236 -0.811 0.372 -0.03
C 0.506 0.973 1.027 -0.02
C 0.852 0.643 -1.465 -0.01
C 0.944 -0.075 -0.069 -0.46
N -2.583 0.855 -0.175 0.18
O -0.197 -2.316 0.120 0.12
O -1.417 -0.624 -0.073 -0.05
H -3.691 -0.733 0.411 0.07
H -4.681 0.631 -0.149 0.14
H 2.244 -1.963 0.109 0.13
H 2.344 -0.871 1.433 0.07
H 3.108 -0.434 0.096 0.02
H -0.370 1.291 0.652 0.00
H 1.307 1.661 1.061 0.08
H 0.465 0.304 1.965 0.13
H 0.170 1.410 -1.522 0.04
H 0.588 -0.139 -2.179 0.09
H 1.940 1.074 -1.676 0.13

Q: What are the energies relative to the best structure? A: run 1 0.0; run 2 4.3, in kcal/mol.

Run 1
20
Properties=species:S:1:pos:R:3:lowdin_charge:R:1 method="wB97M-V/def2-TZVPD" lumo_energy_ev=0.745 homo_ha=-0.2767 orbital_gap_ev=8.3 smiles="C=CN(C)/C(O)=C(/C)O"
C 0.420 -1.714 1.816 0.02
C -0.343 -1.556 0.730 -0.15
N -1.074 -0.387 0.202 -0.13
C -2.128 -0.436 -0.800 -0.05
C -0.079 0.579 0.209 -0.40
O -0.200 1.473 1.248 0.04
C 0.888 0.790 -0.730 -0.30
C 1.913 1.869 -0.639 -0.02
O 1.023 -0.037 -1.823 0.03
H 0.934 -0.885 2.289 0.06
H 0.660 -2.706 2.181 0.05
H -0.754 -2.449 0.260 0.10
H -3.071 -0.680 -0.300 0.08
H -1.950 -1.219 -1.550 0.08
H -2.222 0.526 -1.320 0.11
H -0.896 1.081 1.802 0.11
H 2.836 1.572 -1.146 0.08
H 1.537 2.798 -1.074 0.09
H 2.194 2.083 0.399 0.08
H 0.314 -0.701 -1.755 0.09

Run 2
20
Properties=species:S:1:pos:R:3:lowdin_charge:R:1 method="wB97M-V/def2-TZVPD" lumo_energy_ev=0.555 homo_ha=-0.3304 orbital_gap_ev=9.5 smiles="CC(C)(C)C=O.N=C=O"
C -2.053 -0.238 -0.003 -0.08
C -0.561 0.116 -0.080 -0.51
C -0.144 0.157 -1.547 -0.06
C -0.361 1.461 0.623 -0.06
C 0.160 -1.223 0.715 -0.24
O -0.315 -2.331 0.664 0.03
H -2.261 -1.179 -0.508 0.08
H -2.390 -0.316 1.030 0.09
H -2.642 0.528 -0.508 0.08
H -0.786 0.843 -2.104 0.08
H -0.222 -0.834 -1.995 0.09
H 0.863 0.542 -1.693 0.06
H -1.012 2.215 0.175 0.09
H 0.646 1.857 0.528 0.06
H -0.623 1.393 1.680 0.08
H 0.654 -0.868 1.633 0.10
N 2.483 -1.232 0.389 0.18
C 2.666 -0.036 0.225 -0.38
O 2.830 1.081 -0.030 0.18
H 3.069 -1.935 0.806 0.12

Run 3
20
Properties=species:S:1:pos:R:3:lowdin_charge:R:1 method="wB97M-V/def2-TZVPD" lumo_energy_ev=0.603 homo_ha=-0.3189 orbital_gap_ev=9.3 smiles="C=C[C@H](N)CCC(=O)O"
C 0.736 1.442 -2.310 -0.02
C 0.847 0.562 -1.319 -0.14
C 0.681 0.880 0.227 -0.39
N 1.903 0.300 0.746 0.02
C -0.646 0.676 1.064 -0.11
C -1.453 -0.413 0.505 -0.16
C -0.844 -1.704 0.480 -0.41
O 0.417 -1.900 0.492 0.03
O -1.820 -2.691 0.502 0.12
H 0.788 2.590 -2.179 0.09
H 0.607 1.175 -3.305 0.01
H 0.952 -0.573 -1.592 0.13
H 0.842 1.927 0.279 0.10
H 1.715 -0.699 0.741 0.04
H 1.982 0.722 1.625 0.05
H -0.216 0.260 2.061 0.16
H -0.976 1.692 1.113 0.11
H -1.668 -0.192 -0.549 0.15
H -2.372 -0.494 0.969 0.11
H -1.474 -3.561 0.452 0.10

Q: What are the energies relative to the best structure? A: run 1 27.2; run 2 0.0; run 3 18.4, in kcal/mol.

Run 1
20
Properties=species:S:1:pos:R:3:lowdin_charge:R:1 method="wB97M-V/def2-TZVPD" lumo_energy_ev=0.630 homo_ha=-0.3370 orbital_gap_ev=9.8
C 0.702 -0.513 -0.352 -0.52
C 0.468 -0.252 -1.828 0.00
C -1.866 0.457 0.203 -0.07
C 1.213 0.623 0.500 -0.42
C -0.784 -0.529 0.511 -0.24
N 0.998 1.917 0.204 0.21
C -0.938 -1.564 1.319 0.06
O 1.478 -1.577 -0.069 -0.09
O 2.110 0.257 1.310 0.05
H 2.126 -1.047 0.842 0.19
H 0.418 2.170 -0.576 0.10
H 1.299 2.606 0.875 0.13
H 1.431 -0.100 -2.315 0.09
H 0.010 -1.142 -2.254 0.10
H -0.168 0.611 -2.016 0.07
H -2.766 0.215 0.770 0.08
H -2.131 0.447 -0.855 0.08
H -1.572 1.473 0.469 0.07
H -0.146 -2.283 1.461 0.07
H -1.884 -1.769 1.802 0.07

Run 2
20
Properties=species:S:1:pos:R:3:lowdin_charge:R:1 method="wB97M-V/def2-TZVPD" lumo_energy_ev=0.742 homo_ha=-0.3191 orbital_gap_ev=9.4 smiles="CNC(C)=O.C=C=CO"
C 0.205 1.016 0.709 -0.08
N -0.168 -0.330 1.171 -0.05
C -1.377 -0.556 1.818 -0.53
C -2.583 0.074 1.172 0.00
O -1.415 -1.235 2.816 0.08
H -0.494 1.319 -0.067 0.08
H 0.206 1.753 1.515 0.09
H 1.181 0.860 0.090 0.08
H 0.596 -0.790 1.655 0.14
H -2.573 -0.054 0.091 0.08
H -3.478 -0.422 1.540 0.09
H -2.612 1.140 1.403 0.09
C 3.047 0.033 -1.527 -0.02
C 1.768 -0.031 -1.773 -0.14
C 0.651 -0.518 -2.302 -0.23
O -0.389 -1.000 -1.605 -0.05
H 3.716 -0.804 -1.676 0.06
H 3.498 0.927 -1.116 0.05
H 0.438 -0.409 -3.363 0.12
H -0.215 -0.972 -0.551 0.12

Run 3
20
Properties=species:S:1:pos:R:3:lowdin_charge:R:1 method="wB97M-V/def2-TZVPD" lumo_energy_ev=0.984 homo_ha=-0.3069 orbital_gap_ev=9.3 smiles="CO[C@H]1C=C(C)ON1C"
C -2.212 -1.320 -0.830 -0.03
O -2.080 -0.417 0.312 -0.16
C -0.891 0.158 0.732 -0.31
C 0.377 -0.819 1.035 0.09
C 1.333 -0.523 0.150 -0.35
C 2.717 -0.916 -0.099 -0.01
O 1.060 0.584 -0.568 -0.02
N -0.280 0.951 -0.357 -0.09
C -0.392 2.417 -0.141 -0.04
H -1.332 -1.073 -1.374 0.07
H -3.171 -1.162 -1.221 0.07
H -2.117 -2.347 -0.554 0.07
H -1.354 0.566 1.666 0.16
H 0.224 -1.522 1.746 0.07
H 3.381 -0.066 -0.245 0.10
H 2.915 -1.646 -0.806 0.06
H 3.114 -1.522 0.732 0.10
H -1.311 2.836 -0.443 0.06
H -0.265 2.846 0.966 0.13
H 0.283 2.974 -0.700 0.05

Run 4
20
Properties=species:S:1:pos:R:3:lowdin_charge:R:1 method="wB97M-V/def2-TZVPD" lumo_energy_ev=0.696 homo_ha=-0.3098 orbital_gap_ev=9.1
C -1.574 -1.034 -1.199 -0.10
C 0.677 1.210 -1.986 -0.05
C -0.801 0.476 2.139 0.00
C 0.628 0.525 -0.701 -0.03
C 1.093 0.033 0.389 -0.22
C -0.324 -0.536 1.114 -0.54
N 2.257 -0.288 1.017 0.13
O -1.134 0.017 -0.348 -0.20
O -0.307 -1.744 1.353 0.01
H 2.143 -1.015 1.716 0.11
H 3.121 -0.041 0.557 0.10
H -0.802 -1.795 -1.350 0.09
H -1.843 -0.602 -2.165 0.08
H -2.450 -1.518 -0.762 0.09
H 1.713 1.512 -2.176 0.09
H 0.359 0.563 -2.808 0.08
H 0.051 2.106 -1.983 0.09
H -1.877 0.337 2.262 0.09
H -0.300 0.285 3.090 0.09
H -0.629 1.509 1.842 0.08

Q: What are the energies relative to the best structure? A: run 1 0.0; run 2 23.4; run 3 69.6; run 4 57.2, in kcal/mol.